(1)
115
Properties=species:S:1:pos:R:3:forces:R:3 method="wB97M-V/def2-TZVPD" homo_lumo_gap_ev=6.33 homo_energy_ev=-13.09 e_tot_ha=-2898.0575 multiplicity=1 total_charge=+2
Zr 0.980534 0.257213 1.008686 1.558 1.081 0.071
C 4.396434 1.238113 3.046086 -0.065 -0.053 0.019
C 3.212634 1.859413 2.368086 0.129 0.089 -0.123
C 2.333734 2.674913 3.093286 -0.107 0.255 -0.229
C 1.304234 3.361313 2.465586 0.425 -0.099 0.259
C 1.110634 3.245913 1.088886 0.362 -0.098 -0.460
C 1.990034 2.466113 0.336386 0.382 1.131 -0.061
C 3.027034 1.760013 0.978486 0.226 0.413 -0.107
H 5.138434 2.012213 3.254686 -0.004 -0.003 -0.043
H 4.869134 0.478813 2.425586 0.012 0.003 0.031
H 4.121434 0.799213 4.004186 -0.020 -0.050 -0.004
H 2.497334 2.819313 4.151786 -0.017 -0.079 0.118
H 0.686034 4.029813 3.049286 -0.104 -0.021 0.037
H 0.352234 3.842213 0.592286 -0.001 -0.191 0.005
H 1.953234 2.464613 -0.752014 -0.030 -0.057 0.295
H 3.779334 1.284113 0.349186 -0.204 -0.102 0.171
O -0.525866 2.046613 4.848586 0.375 0.335 -0.010
C -1.328766 1.019713 5.177886 -0.289 -0.593 -0.211
C -2.181766 1.162613 6.268486 0.162 0.175 -0.026
C -3.004966 0.126913 6.654986 0.162 -0.030 -0.201
C -3.028666 -1.066087 5.932286 -0.032 -0.084 -0.041
C -2.223766 -1.210987 4.830386 0.134 0.132 -0.048
C -1.349166 -0.179987 4.431886 -0.065 0.423 0.275
C -0.485766 -0.380587 3.287486 -0.513 -1.542 -0.058
O 0.497334 0.430713 2.979086 -0.339 0.181 1.646
N -0.692566 -1.482187 2.561986 -0.756 -0.133 0.699
N 0.282434 -1.625787 1.650886 0.132 -1.234 -0.016
C 0.562634 -2.709187 1.009186 -0.382 0.328 0.498
C 1.867934 -2.686987 0.370586 0.670 -0.429 -0.405
C 2.366834 -3.799687 -0.306114 -0.360 0.449 0.306
C 3.693734 -3.821787 -0.704814 0.212 0.428 0.242
C 4.480834 -2.723887 -0.392214 -0.305 -0.262 -0.087
C 3.893934 -1.633387 0.242786 0.176 0.240 0.142
N 2.619834 -1.579287 0.620486 -0.071 -0.520 -0.141
H 0.137334 1.721313 4.214486 -0.182 0.059 0.074
H -2.155466 2.091913 6.813186 0.019 0.121 0.112
H -3.617966 0.234813 7.535786 -0.111 0.057 0.070
H -3.679166 -1.870287 6.236986 -0.024 -0.085 0.020
H -2.213866 -2.120787 4.252286 -0.102 -0.112 0.024
H -0.044366 -3.614787 1.052486 0.052 0.184 0.131
H 1.717134 -4.638287 -0.499414 -0.103 -0.111 0.030
H 4.107034 -4.682387 -1.210214 0.016 -0.020 -0.036
H 5.531534 -2.708487 -0.635814 0.067 0.090 0.007
H 4.510934 -0.777987 0.493386 -0.094 -0.015 -0.093
C -1.928466 -0.879487 -0.531214 0.037 -0.128 -0.132
C -2.123966 0.324113 0.309286 -0.055 -0.065 -0.381
N -1.133966 1.003413 0.891986 -0.704 -0.177 -0.133
C -1.735266 2.019113 1.607086 -0.515 0.262 0.221
C -3.080666 1.953313 1.430686 0.649 0.424 0.256
N -3.313766 0.892713 0.599086 0.619 -0.051 -0.077
C -4.627666 0.426613 0.186886 -0.207 -0.291 -0.303
N -4.960966 -0.795787 0.832786 -0.389 -0.193 0.680
N -4.821466 -1.983987 0.191286 0.320 0.394 -1.159
N -5.145166 -2.932487 0.948086 -0.011 -0.913 -0.032
C -5.517066 -2.439287 2.165486 0.032 1.293 0.482
C -5.951366 -3.067187 3.332986 -0.027 0.128 -0.110
C -6.234666 -2.255287 4.408186 -0.043 -0.225 0.086
C -6.080266 -0.862687 4.351986 -0.009 0.196 -0.103
C -5.654066 -0.221787 3.207986 -0.078 0.143 0.083
C -5.388166 -1.030287 2.112686 -0.006 -0.820 0.016
H -0.896866 -0.874987 -0.901614 -0.584 -0.138 0.032
H -2.614466 -0.892387 -1.377614 0.021 0.011 -0.009
H -2.123666 -1.790987 0.042086 0.002 0.085 -0.010
H -1.176066 2.720213 2.198386 -0.093 -0.054 0.050
H -3.861366 2.581813 1.812186 -0.145 0.046 0.020
H -4.638766 0.239213 -0.892314 -0.005 0.088 0.216
H -5.355566 1.207013 0.432786 0.180 -0.147 -0.063
H -6.081166 -4.135687 3.370786 0.005 -0.151 0.027
H -6.598466 -2.698087 5.324386 0.005 -0.030 0.040
H -6.314666 -0.276387 5.229886 -0.003 0.024 0.009
H -5.547566 0.850913 3.161986 -0.014 0.140 0.091
C -0.045766 2.652113 -4.554714 -0.118 -0.296 0.170
C -0.706266 1.926213 -3.384314 -0.499 0.621 -0.178
C -0.657866 2.814713 -2.133514 0.073 -0.389 -0.164
C -2.157266 1.556513 -3.707714 0.437 0.072 0.007
O -0.036366 0.693313 -3.158414 0.504 -0.395 0.172
Si 1.324634 0.202913 -2.428614 0.100 0.249 -1.207
O 0.980434 0.090213 -0.838114 -0.068 -0.252 -1.169
O 1.764834 -1.245487 -2.990814 0.218 0.366 0.294
C 1.091034 -2.223987 -3.791614 -0.235 -0.651 -0.389
C 0.610234 -1.610587 -5.103414 0.114 0.010 0.247
C 2.109734 -3.330187 -4.067114 -0.225 0.335 0.091
C -0.103666 -2.771887 -3.008914 0.299 0.205 -0.139
O 2.566534 1.263013 -2.451714 -0.448 -0.061 -0.062
C 3.842434 1.276713 -3.118814 0.746 0.115 -0.219
C 4.403834 2.696113 -2.990614 -0.264 -0.372 -0.041
C 4.755434 0.282313 -2.399214 -0.324 0.235 -0.164
C 3.728034 0.873213 -4.585614 -0.153 0.060 0.278
H -0.505466 3.623213 -4.708614 -0.064 0.146 -0.028
H -0.134366 2.076013 -5.470014 -0.062 -0.110 -0.152
H 1.010834 2.792113 -4.345314 0.169 0.102 0.059
H -1.494866 3.509213 -2.140014 0.000 0.104 0.064
H 0.268634 3.384313 -2.120614 0.148 0.116 0.092
H -0.706766 2.186313 -1.240814 -0.144 0.140 -0.024
H -2.729166 2.442913 -3.963314 -0.083 0.116 -0.035
H -2.618166 1.076113 -2.848114 -0.097 -0.065 0.161
H -2.189666 0.866613 -4.545914 -0.013 -0.082 -0.104
H 1.446534 -1.234687 -5.684914 0.153 0.004 -0.116
H -0.060766 -0.785087 -4.895414 -0.137 0.033 -0.089
H 0.084634 -2.356887 -5.691014 -0.042 -0.108 -0.093
H 2.955034 -2.936587 -4.623714 0.119 0.067 -0.086
H 1.646534 -4.118487 -4.652114 -0.017 -0.125 -0.069
H 2.478934 -3.746887 -3.134814 0.008 -0.099 0.109
H -0.888666 -2.023587 -2.977714 -0.213 0.106 0.027
H 0.194234 -3.009787 -1.989614 0.046 -0.121 0.111
H -0.491866 -3.666087 -3.485914 -0.099 -0.103 -0.034
H 4.377634 3.026113 -1.955214 0.029 0.015 0.183
H 3.831534 3.400013 -3.587414 -0.106 0.080 -0.092
H 5.435234 2.715713 -3.331014 0.101 0.024 -0.056
H 4.942634 0.626113 -1.384314 0.090 -0.002 0.164
H 5.708434 0.190613 -2.913914 0.078 -0.010 -0.014
H 4.259834 -0.684787 -2.378314 0.068 -0.179 0.007
H 3.078934 1.546613 -5.137114 -0.103 0.145 -0.058
H 3.331634 -0.133987 -4.662514 -0.010 -0.171 -0.068
H 4.714334 0.892913 -5.042714 0.052 0.025 -0.065

(2)
104
Properties=species:S:1:pos:R:3:forces:R:3 method="wB97M-V/def2-TZVPD" homo_lumo_gap_ev="8.15 / 4.61" s2=6.06 homo_energy_ev="-15.77 / -16.61" e_tot_ha=-2357.4689 multiplicity=5 total_charge=+3
Pt -0.155875 -0.256845 0.108654 -0.682 0.060 -0.195
O 2.981220 0.110876 0.143809 -0.057 -0.204 -0.092
C 3.410263 1.393708 0.151096 0.703 0.220 -0.109
C 1.590522 2.479994 0.114813 -0.799 0.614 0.122
O 1.843433 3.521124 0.596578 0.135 -0.247 -0.095
O 0.809382 1.744602 -0.420098 0.545 -0.164 0.067
C 4.414030 1.761726 1.180681 -0.129 -0.181 -0.067
C 5.393506 0.763696 1.463583 0.222 -0.139 0.118
C 6.412597 1.014613 2.345429 -0.118 -0.247 -0.185
C 6.482866 2.261707 2.973252 0.116 0.082 0.127
C 5.527491 3.253754 2.708310 -0.192 0.181 -0.041
C 4.512776 3.022715 1.816858 -0.003 0.226 0.099
C 3.974142 1.865009 -1.131726 -0.272 -0.131 0.184
C 4.312934 3.233181 -1.329533 0.083 0.151 -0.137
C 4.924290 3.629932 -2.495455 -0.084 0.074 0.195
C 5.192846 2.689436 -3.486826 0.054 0.044 -0.129
C 4.843883 1.339503 -3.312341 -0.092 -0.189 0.084
C 4.248693 0.923740 -2.148446 0.093 -0.119 -0.167
H 3.005613 -0.275885 1.031155 -0.026 0.023 0.045
H 5.344726 -0.179224 0.934389 0.056 -0.032 0.020
H 7.170827 0.270649 2.546688 -0.029 -0.044 -0.031
H 7.283128 2.469168 3.671774 0.022 -0.009 -0.003
H 5.596827 4.199586 3.227904 -0.051 0.026 -0.029
H 3.755823 3.770924 1.638183 0.089 0.021 0.040
H 4.064113 3.963028 -0.575830 0.028 0.055 0.032
H 5.191915 4.665409 -2.651597 -0.034 0.021 0.036
H 5.668554 2.998324 -4.408414 0.020 0.010 0.006
H 5.059139 0.634976 -4.104168 -0.021 -0.045 0.030
H 3.991089 -0.113805 -1.990114 0.035 0.002 -0.043
C -2.944742 4.989545 -0.292084 0.007 0.054 0.062
C -1.620526 4.242144 -0.504138 -0.060 -0.067 -0.067
C -1.011053 4.586372 -1.860882 0.046 -0.009 -0.002
C -1.871300 2.763898 -0.339087 0.040 0.002 -0.095
C -1.717695 2.162999 0.912641 -0.010 -0.066 0.082
C -2.024209 0.797894 1.222583 -0.055 0.086 -0.126
C -2.138708 0.601357 2.738718 -0.016 -0.004 -0.089
C -3.033221 -0.516647 3.257562 -0.002 -0.068 0.059
C -0.749663 0.643774 3.386395 0.013 -0.070 0.068
C -2.463531 -0.033753 0.141529 -0.102 0.028 0.206
C -2.613452 0.574176 -1.155797 0.017 -0.076 -0.008
C -2.294754 1.942638 -1.354213 0.073 0.129 -0.057
C -3.273643 -0.118119 -2.312472 -0.132 0.084 0.038
C -4.732767 0.401931 -2.389241 0.030 -0.087 -0.018
C -2.598437 0.149305 -3.665324 0.073 -0.034 0.040
C -3.117354 -1.373172 0.352302 0.011 -0.067 -0.045
C -4.502173 -1.402556 0.509066 0.098 -0.050 0.021
C -5.166345 -2.605575 0.669852 0.009 -0.067 0.007
C -4.456089 -3.801005 0.672752 -0.083 0.023 0.001
C -3.083075 -3.785603 0.518130 0.074 0.037 -0.040
C -2.401486 -2.576333 0.349941 -0.176 0.137 -0.005
P -0.612202 -2.482098 0.205355 0.440 -0.154 0.199
C 0.178507 -3.340296 1.667080 0.121 -0.138 0.213
C 1.514288 -2.640238 1.983223 -0.113 0.062 -0.012
C -0.724227 -3.209801 2.899668 0.019 0.040 -0.053
C 0.441917 -4.840884 1.463423 -0.053 0.045 -0.113
C -0.056905 -3.227852 -1.404498 -0.016 -0.209 -0.213
C -0.648632 -4.620239 -1.681221 -0.073 0.123 0.024
C -0.546591 -2.305434 -2.522165 -0.034 0.071 0.010
C 1.473295 -3.280997 -1.470595 0.059 0.105 0.089
H -2.788982 6.064356 -0.375935 0.014 -0.004 -0.017
H -3.372762 4.791074 0.691411 -0.001 -0.016 0.001
H -3.673329 4.692260 -1.048385 -0.009 0.003 -0.009
H -0.927774 4.541129 0.288891 0.018 0.003 -0.022
H -1.748306 4.493220 -2.659276 -0.003 0.013 -0.028
H -0.162976 3.942794 -2.107844 0.009 0.008 0.025
H -0.664355 5.618656 -1.861962 -0.037 0.008 -0.009
H -1.392219 2.784845 1.740413 0.004 0.037 -0.007
H -2.634561 1.524264 3.063282 -0.008 -0.007 -0.017
H -2.718288 -1.515399 2.969384 -0.062 0.074 -0.014
H -4.060459 -0.382942 2.925661 -0.012 0.023 0.010
H -3.036381 -0.466355 4.346922 -0.001 -0.021 -0.003
H -0.115203 -0.177530 3.049609 -0.062 -0.055 0.008
H -0.846612 0.580567 4.470298 0.015 -0.007 -0.014
H -0.227298 1.576018 3.161132 0.005 0.015 0.003
H -2.428320 2.329407 -2.355840 0.019 0.100 0.034
H -3.319179 -1.187635 -2.116010 0.027 -0.003 0.022
H -4.753025 1.480245 -2.548038 0.001 0.024 -0.001
H -5.310833 0.169001 -1.499253 -0.009 0.004 -0.006
H -5.217209 -0.069946 -3.243968 -0.008 -0.003 0.006
H -2.910109 1.106209 -4.083525 0.006 0.010 -0.010
H -2.901626 -0.620807 -4.373408 -0.022 0.014 -0.011
H -1.511325 0.141725 -3.604249 0.042 -0.029 -0.001
H -5.064904 -0.478602 0.532492 0.020 0.031 0.013
H -6.240201 -2.613011 0.800240 -0.004 -0.007 -0.001
H -4.973796 -4.741837 0.798635 -0.010 -0.004 0.008
H -2.542522 -4.722317 0.530303 0.032 -0.012 0.002
H 1.341673 -1.602883 2.292628 0.024 -0.036 -0.014
H 2.211390 -2.654232 1.145942 0.017 -0.051 -0.097
H 1.985162 -3.159943 2.818451 0.027 -0.001 0.019
H -0.947955 -2.175915 3.145728 0.090 0.016 -0.001
H -0.197581 -3.645133 3.749661 0.003 -0.006 0.028
H -1.663958 -3.748027 2.781058 0.014 0.006 0.016
H 1.172376 -5.051962 0.687085 -0.018 -0.022 0.016
H -0.468098 -5.398473 1.245937 -0.019 0.008 0.020
H 0.838509 -5.232980 2.400624 0.013 -0.016 0.013
H -1.738065 -4.592293 -1.710823 0.006 -0.005 0.001
H -0.333461 -5.384030 -0.978489 0.043 -0.015 0.054
H -0.311101 -4.926994 -2.672679 0.016 -0.031 -0.001
H -1.633415 -2.259644 -2.555253 -0.019 0.006 0.004
H -0.205326 -2.703735 -3.478823 0.001 0.007 -0.017
H -0.152427 -1.289982 -2.419350 0.019 0.006 -0.025
H 1.906629 -4.000986 -0.780947 0.020 0.019 -0.020
H 1.923364 -2.300718 -1.279544 -0.025 0.008 -0.002
H 1.758874 -3.582529 -2.479327 0.006 -0.014 -0.009